[1]
This record from OMol25 describes a molecular structure, C30H45BrDyO2P2. The level of theory is wB97M-V/def2-TZVPD.

Structure (XYZ):
```
81
Properties=species:S:1:pos:R:3:mulliken_charge:R:1
Dy -0.964 -0.470 -1.525 0.34
C -1.402 2.085 -0.305 0.50
C -0.799 2.267 -1.594 1.19
C -2.943 1.477 -1.908 0.50
C -2.738 1.638 -0.512 0.54
C -1.764 1.901 -2.585 0.07
C -0.944 2.681 0.971 -1.01
H 0.127 2.918 0.964 0.30
H -1.120 1.986 1.805 -0.06
H -1.501 3.610 1.198 0.42
C -3.810 1.744 0.496 -1.43
H -3.436 1.511 1.499 0.26
H -4.628 1.044 0.287 0.43
H -4.234 2.767 0.516 0.31
C -4.262 1.188 -2.517 -1.89
H -4.991 1.990 -2.310 0.27
H -4.671 0.253 -2.108 0.27
H -4.171 1.068 -3.601 0.49
C -1.650 2.150 -4.048 -1.51
H -2.626 2.405 -4.488 0.39
H -1.274 1.267 -4.585 0.22
H -0.957 2.974 -4.267 0.38
C 0.433 3.050 -1.860 -1.46
H 0.356 3.605 -2.807 0.48
H 1.310 2.392 -1.953 -0.08
H 0.634 3.777 -1.058 0.33
C 1.252 0.108 2.921 -0.74
C 1.684 1.367 2.690 -0.50
C 2.587 1.839 1.594 0.49
C 3.861 0.982 1.413 -1.20
C 3.717 -0.033 0.246 0.15
C 2.280 -0.106 -0.373 -0.74
C 1.014 -0.421 0.499 0.87
C 1.276 -0.990 1.907 -0.12
H 2.895 2.870 1.841 0.61
H 4.157 0.505 2.361 0.14
H 2.057 1.902 0.636 -0.77
H 2.204 -1.594 1.932 -0.76
H 0.881 -0.176 3.922 0.67
H 1.396 2.152 3.389 0.42
H 0.454 -1.704 2.105 0.55
H 0.411 0.508 0.549 -0.56
H 2.139 0.809 -0.989 -0.12
H 0.295 -1.223 0.079 -0.21
H 4.670 1.703 1.181 0.45
H 4.328 0.415 -0.557 0.87
P 4.223 -1.782 0.365 1.04
C 4.389 -2.492 2.036 -1.30
C 5.938 -1.717 -0.217 -1.53
P 1.983 -1.516 -1.645 1.56
C 3.184 -2.675 -0.819 -1.79
C 2.903 -1.017 -3.096 -1.46
C 0.605 -2.621 -2.116 -1.60
H 3.664 -3.296 2.214 0.48
H 4.226 -1.746 2.826 0.39
H 5.406 -2.905 2.163 0.41
H 6.405 -2.678 0.018 0.52
H 6.480 -0.918 0.304 0.43
H 5.987 -1.538 -1.295 0.43
H 1.074 -3.614 -2.164 0.62
H 0.213 -2.395 -3.125 0.43
H -0.236 -2.772 -1.386 0.52
H 2.654 -3.500 -0.318 0.51
H 3.820 -3.160 -1.584 0.67
H 2.260 -0.988 -3.985 0.45
H 3.661 -1.794 -3.261 0.44
H 3.379 -0.038 -2.948 0.31
Br -2.248 -0.041 3.477 -0.04
C -3.871 -0.761 2.768 -0.06
C -5.087 -0.431 3.373 -0.48
C -6.292 -0.785 2.734 -0.61
C -6.250 -1.448 1.503 -0.64
C -5.042 -1.793 0.918 -0.34
C -3.840 -1.508 1.573 0.79
C -2.536 -1.879 0.949 0.25
O -1.718 -2.620 1.484 -0.66
O -2.354 -1.317 -0.253 -0.19
H -5.104 0.101 4.314 0.45
H -7.238 -0.554 3.211 0.41
H -7.181 -1.678 0.976 0.38
H -4.990 -2.315 -0.041 0.46
```

Its energy above the lowest of the compared OMol25 structures with the same formula, charge and spin is 0.00 kcal per mole. As for the multiplicity: 6. The total charge is +1. As for the HOMO energy (spin up / spin down): -8.7 / -8.8 eV. Its expectation value of S² is 9.65.

[2]
This record from OMol25 describes a molecular structure, C30H45BrMnN4OP2. The level of theory is wB97M-V/def2-TZVPD.

Structure (XYZ):
```
84
Properties=species:S:1:pos:R:3:mulliken_charge:R:1
C -1.320 5.383 -5.151 -0.45
C -1.493 4.271 -6.021 0.67
C -1.632 4.540 -7.387 -0.38
C -1.532 5.863 -7.847 -0.41
N -1.303 6.877 -7.021 -0.54
C -1.207 6.673 -5.711 -0.35
C -1.533 2.888 -5.571 0.32
C -1.449 2.275 -4.415 -0.20
C -1.187 1.929 -3.078 0.11
C 0.141 1.648 -2.690 -1.11
C 0.357 0.731 -1.677 1.49
C -0.722 0.205 -0.939 0.27
C -2.024 0.665 -1.192 -0.86
C -2.250 1.567 -2.220 -0.10
Mn -1.577 0.991 -5.788 -0.53
P 3.061 -1.065 -1.122 1.25
H -1.803 3.728 -8.088 0.34
H -1.241 5.282 -4.068 0.43
H -1.632 6.069 -8.914 0.36
H -1.021 7.555 -5.088 0.36
H -3.256 1.929 -2.449 0.56
H 0.972 2.071 -3.264 0.72
H -2.870 0.278 -0.619 0.54
H 1.379 0.369 -1.464 -1.44
C 3.303 -2.475 0.041 -0.49
C 3.686 -3.827 -0.571 -1.17
H 2.328 -2.561 0.553 0.35
H 4.043 -2.167 0.797 0.55
H 3.833 -4.554 0.240 0.40
H 2.889 -4.213 -1.225 0.32
H 4.622 -3.777 -1.148 0.29
C 3.398 -1.719 -2.801 -0.35
C 3.379 -0.638 -3.885 -1.26
H 2.614 -2.469 -3.005 0.09
H 4.363 -2.249 -2.784 0.50
H 3.469 -1.109 -4.871 0.43
H 2.440 -0.068 -3.870 0.17
H 4.213 0.068 -3.777 0.37
C 4.478 0.064 -0.814 -0.56
C 5.834 -0.606 -0.612 -1.15
H 4.180 0.667 0.063 0.21
H 4.526 0.754 -1.671 0.50
H 6.599 0.170 -0.475 0.42
H 5.851 -1.247 0.278 0.31
H 6.133 -1.205 -1.483 0.29
Br -0.440 -1.080 0.332 -0.01
P -2.808 -1.824 -4.649 -0.29
C -0.988 -1.875 -4.223 0.75
C -0.578 -3.320 -3.978 -1.43
H -0.806 -1.224 -3.353 -0.43
H -0.464 -1.457 -5.100 0.32
H 0.509 -3.400 -3.919 0.33
H -0.992 -3.722 -3.047 0.32
H -0.909 -3.955 -4.806 0.44
C -3.540 -1.877 -2.932 0.19
C -4.469 -3.091 -2.810 -1.45
H -4.097 -0.944 -2.750 0.36
H -2.735 -1.920 -2.182 -0.04
H -4.795 -3.240 -1.771 0.42
H -5.365 -2.945 -3.427 0.36
H -3.974 -4.012 -3.144 0.34
C -3.281 -0.153 -5.157 -0.40
C -3.347 -0.033 -6.711 -0.87
H -2.600 0.474 -4.480 -0.01
H -4.274 0.125 -4.770 0.66
H -2.726 0.759 -7.202 0.27
H -3.156 -0.986 -7.228 0.46
H -4.376 0.277 -6.940 0.41
C -1.890 2.111 3.786 -1.03
N -0.642 2.185 3.043 0.17
C 0.532 2.030 3.694 -0.07
C 1.705 2.068 3.001 -0.93
C 1.616 2.227 1.595 0.72
N 0.479 2.278 0.937 -0.30
C -0.706 2.330 1.627 0.30
O -1.805 2.483 1.100 -0.67
N 2.769 2.271 0.840 -0.43
H -2.668 2.640 3.236 0.31
H -1.743 2.559 4.773 0.38
H -2.198 1.066 3.924 0.31
H 0.452 1.909 4.777 0.40
H 2.674 1.983 3.477 0.36
H 3.597 2.607 1.313 0.28
H 2.628 2.635 -0.100 0.21
```

Its energy above the lowest of the compared OMol25 structures with the same formula, charge and spin is 99.10 kcal per mole. As for the multiplicity: 6. The total charge is +2. As for the HOMO energy (spin up / spin down): -13.0 / -13.0 eV. Its expectation value of S² is 8.90.

no.,calculated total energy (eV)
1,-148629.6657
2,-159769.1373